1.
99
Properties=species:S:1:pos:R:3:forces:R:3 method="wB97M-V/def2-TZVPD" lumo_energy_ev=-5.11 charge=+1 homo_lumo_gap_ha=0.169 homo_energy_ha=-0.3569
O -7.23671 1.69417 1.92510 -1.013 0.919 -1.866
O 7.63851 5.72369 2.71311 -0.139 -0.226 -1.381
K 7.60294 3.74356 -3.78616 0.059 0.162 0.603
F 10.17326 6.10407 -0.54499 1.137 -0.060 -1.956
N 8.37509 5.07081 0.22387 -3.533 0.179 2.096
C -4.14105 -2.88714 -7.10101 2.047 -1.593 -0.069
H -5.75586 -6.05392 0.30785 0.326 -0.137 -0.115
H 6.12505 -1.10857 8.20535 -0.811 0.558 -0.250
O 1.60435 5.99417 4.10153 -1.965 2.441 -0.628
O -1.36157 -5.31613 -0.72816 0.132 0.005 0.434
C 1.34364 8.37495 2.21589 0.890 0.564 -0.951
C -1.65639 -5.30741 -2.13705 -0.460 -0.557 0.404
H 0.40114 6.74581 6.70117 0.387 -0.249 -0.487
P 5.74219 -2.98717 5.61921 1.711 -0.972 1.685
O -5.27429 -3.62298 -7.52284 -0.974 -1.332 -1.292
O -0.35931 0.41964 -2.54091 2.207 -0.003 1.127
F -5.83234 1.89359 -1.95096 -0.097 0.934 -1.392
C 1.77793 4.65120 4.33955 0.590 -2.391 -0.363
H 0.18335 -4.23007 1.51896 -0.595 0.010 -0.728
S -7.04164 2.91810 1.13597 -1.743 0.711 11.438
O 4.98006 -2.69261 4.26053 -0.847 0.595 -0.204
O 2.91957 2.53456 -2.98625 -1.945 -0.580 0.253
H -3.31141 -3.51840 -7.41932 0.642 0.184 0.212
P -2.36826 -4.86092 0.43199 -0.137 -0.551 -0.461
O -1.60915 -5.46101 1.76576 -0.412 1.126 -1.489
H 0.96937 4.19335 4.90937 -0.213 0.034 -0.049
S 7.23993 5.55139 1.34251 -6.590 -3.971 2.106
O 6.12784 6.36276 0.85789 1.841 -0.792 0.179
C -0.33585 7.23172 6.06176 0.668 2.137 1.915
O 1.53172 2.25114 -0.93515 -0.393 -0.206 -2.214
F -6.11348 3.64469 2.28444 0.326 0.669 -0.546
H 6.18726 -2.76779 8.20412 -0.068 -0.405 -0.294
O -8.19732 2.63099 -1.60689 2.509 -0.526 1.790
H -6.67440 -5.46965 -6.17840 0.020 0.106 -1.171
H -6.12205 -7.17979 -6.12548 -0.675 0.120 0.452
H -1.16736 7.41777 6.74152 -0.336 -0.040 -0.335
O 0.35571 8.03936 3.20419 0.065 -1.640 0.282
H 6.12358 -6.30428 6.17799 -0.527 -0.315 0.274
H 1.98441 9.19503 2.53990 -0.320 -0.023 0.657
F 1.88379 4.32479 -1.94810 -0.586 0.632 -0.292
K 0.10756 6.39099 -5.86767 -0.106 -0.073 0.329
O -7.16977 0.51511 -0.81175 -0.795 1.594 1.411
H 3.43910 -1.17462 4.60512 -0.051 -1.109 0.853
S 1.64839 2.78879 -2.29035 7.728 2.291 5.754
C -5.81161 -6.13551 -6.16037 -2.452 -1.421 4.215
H -7.48413 -5.16931 -10.91382 -0.511 0.245 1.060
H -2.49295 -4.65304 -2.38212 -0.051 -0.039 0.124
C 5.62119 -5.68864 5.43188 1.335 -0.551 0.576
O -3.85475 -5.10767 -9.20988 -1.205 -0.047 0.782
O -2.61223 -3.39014 0.35205 -0.205 -1.752 0.641
C -4.96556 -5.30331 0.29701 -0.370 1.107 0.813
O -0.42100 5.61812 2.44140 0.303 1.315 2.252
H -0.27178 -4.49487 3.10565 -0.338 -0.776 0.299
F -1.16001 1.59944 -4.20922 -0.044 0.737 -1.352
H -4.03689 -2.81672 -6.01829 -0.637 0.121 0.028
F 6.54048 4.06541 1.33203 0.276 0.525 0.193
H 1.93519 4.12621 3.39734 -0.567 -0.185 -0.263
O -8.10061 3.85970 1.00349 -0.344 -0.279 -0.747
C 4.33663 -1.41309 4.03444 -0.355 1.250 0.640
C -6.52485 -5.03156 -10.41492 0.588 -0.501 -0.879
O 5.25629 -4.48920 6.10859 -0.126 1.930 -1.092
P 0.08503 6.47460 3.56564 1.595 -0.415 0.318
H 4.77743 -6.22520 4.99799 -0.066 0.373 0.056
O -0.75183 6.52688 4.97744 -0.384 -2.068 -4.268
O -3.70152 -5.87911 0.20795 4.375 0.235 0.013
O 8.43967 7.64623 -0.15959 -0.750 -1.079 0.283
H -3.88828 -1.93251 -7.56240 -1.170 0.184 -0.255
H 6.45219 -5.59934 4.73219 -0.355 0.659 -0.529
P -5.03334 -5.10673 -8.30963 0.490 1.585 0.213
H -0.80054 -5.00477 -2.74040 0.195 0.094 0.500
H 0.92947 8.73114 1.27265 -0.795 -0.113 0.232
O 4.97980 -2.03171 6.65262 0.202 -0.311 -0.116
N 0.40750 2.94400 -3.10594 -2.175 -3.186 -2.414
H -5.92424 -5.77341 -10.94126 0.516 0.351 0.009
S 0.23206 1.29635 -3.50031 -4.088 -0.757 -3.652
H 2.05055 7.60768 1.90018 -0.333 -0.625 0.613
C -0.26354 -5.00462 2.14223 -0.070 0.437 -0.595
O 7.23351 -2.84119 5.67144 -2.295 -0.267 -0.636
N -5.97360 2.80215 0.12840 -0.235 -1.353 -5.173
C 5.47873 -1.96343 8.00640 0.846 -1.166 0.251
O -4.83450 -6.13084 -7.06790 1.660 2.145 -4.714
H 0.42923 -5.84113 2.05051 -0.337 -0.131 0.498
K -2.04956 1.46339 1.31017 -0.236 0.125 -0.167
H -5.06811 -4.61855 -0.54482 -0.542 0.232 0.312
H 4.66195 -2.15867 8.70128 -0.075 0.686 -0.175
H 3.91463 -1.23120 3.04604 1.069 -0.819 -0.526
H -6.15783 -4.01743 -10.57290 -0.030 -0.135 -0.097
H 2.70340 4.37839 4.84668 0.111 0.943 0.467
H -1.88564 -6.35012 -2.35684 -0.208 0.162 -0.409
O 9.83947 6.66865 1.62249 -2.453 -0.369 -1.358
H 4.98034 -0.59196 4.34986 0.417 -0.138 -0.524
S -7.07839 1.95965 -0.93528 1.804 -2.740 -4.937
H 0.01628 8.19550 5.69401 0.317 0.176 0.571
O -6.49152 -5.36406 -9.01284 1.393 0.250 1.307
O 1.04408 0.77020 -4.61231 -0.668 1.264 2.357
H -4.89719 -4.81849 1.27086 -1.262 0.631 -0.198
S 8.98713 6.44986 0.43584 10.072 5.602 -0.632
K 1.87156 -0.59408 -9.08643 -0.103 -0.142 0.138
H -5.40575 -5.87522 -5.18280 0.316 -0.221 0.225

***

2.
48
Properties=species:S:1:pos:R:3:forces:R:3 method="wB97M-V/def2-TZVPD" lumo_energy_ev=0.20 smiles="NC(N)=O.NC(N)=O.NC(N)=O.NC(N)=O.NC(N)=O.NC(N)=O" homo_lumo_gap_ha=0.330 e_above_lowest_ev=1.669 homo_energy_ha=-0.3229
O 16.59104 -14.36456 2.98958 0.066 0.447 0.014
N 13.40656 -17.31521 -1.11988 -0.950 -0.168 -0.194
H 18.65566 -14.75636 4.81408 -0.617 0.190 -0.100
H 16.11800 -14.06796 0.54704 -0.318 0.113 -0.187
C 20.13767 -13.15072 3.58808 -0.580 1.015 1.741
O 17.67840 -10.17846 1.16390 0.116 0.389 -0.437
N 15.81634 -12.18397 3.05853 0.225 -1.128 0.694
H 21.64474 -11.98317 4.25172 0.233 -0.144 -0.134
N 18.45798 -17.85178 5.38464 -1.831 -0.193 -0.017
H 12.99592 -16.69299 1.29098 -0.152 0.042 -0.096
N 13.34673 -15.04605 3.12929 1.366 0.075 0.080
O 14.01922 -15.15264 -1.10429 0.444 0.133 -0.258
C 14.33762 -16.32716 -1.12565 -0.017 -0.292 0.586
O 11.07504 -15.43982 3.42852 1.070 0.228 0.669
H 20.14913 -10.29287 0.34163 0.014 -0.084 0.133
H 16.04493 -12.16263 4.03892 -0.101 0.856 -0.093
H 20.68591 -9.53162 1.83015 0.343 -0.101 -0.426
C 18.66932 -9.64006 1.63278 0.029 -1.019 0.229
H 17.40335 -15.87963 4.28851 -0.022 0.315 -0.018
N 19.86959 -13.92910 2.55053 -0.334 -1.194 -1.766
N 12.16936 -16.43751 1.80046 0.405 -1.022 -0.803
H 15.41692 -12.47111 0.76240 0.050 -0.243 -0.550
O 19.41076 -13.01644 4.57497 0.529 -0.078 -0.486
N 21.30924 -12.46251 3.43452 -0.140 0.346 0.057
H 18.90198 -18.73308 5.54808 0.390 0.329 0.321
N 18.61558 -8.81684 2.70525 -0.325 0.543 0.399
H 15.60212 -11.44568 2.41537 0.258 0.757 0.832
H 13.56082 -14.33536 3.80404 -0.613 -0.128 0.233
N 19.95921 -9.88170 1.23590 -0.294 0.120 -0.075
H 19.02826 -14.47914 2.47483 -0.136 0.268 0.348
H 13.58271 -18.28714 -0.94462 0.083 0.052 -0.153
N 15.94359 -13.25315 1.10213 0.507 -0.359 0.690
H 14.07148 -15.19228 2.44756 0.121 0.081 0.128
H 11.26409 -16.74398 1.49506 0.124 -0.114 0.015
O 20.16570 -16.36490 5.65710 -0.184 -0.240 0.459
H 20.37336 -13.74759 1.70161 -0.105 -0.236 -0.098
C 12.16553 -15.63891 2.88885 -2.307 0.887 -0.170
H 12.46139 -16.99614 -1.25045 -0.007 -0.200 0.092
C 16.18392 -13.33373 2.45847 -0.662 -0.429 -1.674
H 21.92056 -12.79645 2.71382 0.507 0.200 0.326
H 19.44647 -8.50269 3.16949 -0.160 0.160 0.072
H 17.45242 -17.78525 5.40764 0.031 -0.834 -0.011
C 18.99324 -16.60785 5.38902 2.059 0.313 -1.096
H 15.81842 -17.77226 -1.00969 0.267 0.106 0.009
H 17.71093 -8.59804 3.08176 0.124 -0.084 0.116
N 18.17360 -15.64834 4.88790 0.173 0.019 0.705
H 16.31450 -16.08002 -0.94605 0.277 -0.371 -0.034
N 15.61896 -16.79252 -1.07626 0.044 0.676 -0.072

***

3.
13
Properties=species:S:1:pos:R:3:forces:R:3 method="wB97M-V/def2-TZVPD" lumo_energy_ev=0.38 homo_lumo_gap_ha=0.295 e_above_lowest_ev=4.639 homo_energy_ha=-0.2807
H 1.50783 -1.02009 0.58796 0.192 -0.327 0.089
O -2.37353 0.19975 0.47152 0.805 0.164 -0.058
H 0.02039 1.28957 1.98235 -0.014 0.047 -0.177
C -0.17967 1.43246 0.91291 -0.083 0.192 0.117
H 0.60361 -1.49705 -1.84602 -0.101 -0.011 0.119
C 0.72988 0.70068 -0.04407 0.002 0.182 -0.303
H 1.64631 0.95712 -0.55445 -0.091 -0.055 0.124
C -1.21478 0.45014 0.36648 -0.844 -0.176 0.161
C -0.21108 -1.29974 -1.16286 -0.145 0.150 -0.246
N -0.21866 -0.15160 -0.50956 0.081 -0.186 -0.009
H 1.23032 -1.67814 0.26745 0.248 -0.049 0.210
H -0.41201 2.48598 0.72438 -0.055 -0.100 0.025
H -1.12859 -1.86909 -1.19608 0.004 0.170 -0.051

***

4.
95
Properties=species:S:1:pos:R:3:forces:R:3 method="wB97M-V/def2-TZVPD" lumo_energy_ev="3.80 / 3.80" charge=-2 multiplicity=2 homo_lumo_gap_ha="0.167 / 0.177" e_above_lowest_ev=0.000 homo_energy_ha="-0.0271 / -0.0377"
C -2.93972 -4.64932 1.77315 0.105 -0.005 0.003
C -1.33136 0.65084 3.79477 0.119 0.008 -0.165
C 4.27004 -1.10120 -0.69503 -0.035 0.052 0.106
C -2.78438 6.62667 -4.18435 0.032 0.022 0.040
H 3.86484 -2.08635 -0.45490 -0.021 -0.001 -0.026
H -3.80481 8.32792 -3.71796 -0.010 0.003 0.080
H -4.04344 -2.91250 1.16065 -0.002 -0.035 -0.033
F 0.31042 -1.47792 5.39457 -0.030 -0.025 -0.055
H -1.41024 8.21187 -3.74779 0.028 -0.015 -0.025
H 5.29596 -0.91393 2.41892 -0.018 0.004 -0.002
C -2.08470 2.60758 0.28017 0.206 -0.025 -0.112
F 2.30076 0.15656 4.39313 -0.010 -0.025 0.007
C -0.54978 4.96500 -4.18438 0.063 0.024 -0.141
H 5.01651 0.82486 2.53915 -0.001 -0.015 0.001
C 3.47410 -0.23006 1.38060 0.164 0.015 -0.111
S 0.86128 3.87462 -4.19814 -0.328 0.001 0.244
O -3.88049 -1.51035 -0.86938 -0.188 0.116 0.067
C 0.07140 0.02588 3.49251 0.137 0.069 0.053
C -3.06773 -3.36506 1.25161 0.063 0.001 0.076
C -1.51735 7.14977 -3.94503 -0.064 -0.003 0.024
C -1.69620 -5.25564 1.85025 -0.091 0.029 0.004
H 3.81285 1.37078 -1.52295 -0.006 -0.004 -0.004
H 0.41138 -5.06761 1.45951 0.004 0.017 0.001
C 0.92227 3.18609 -1.70507 -0.176 0.420 0.024
C 1.23307 -2.95307 -0.50812 -0.372 -0.304 0.334
H 2.81043 0.51005 1.81928 -0.054 0.014 0.032
F -1.07614 -2.07010 3.84808 0.028 0.017 -0.029
H 0.96748 2.25182 1.37949 -0.007 -0.009 -0.036
N -3.90774 7.47154 -4.23638 0.053 -0.001 -0.158
N 0.60612 2.90936 -2.98602 0.329 -0.209 0.174
C -4.15207 2.63169 -0.90399 0.036 -0.022 0.025
H 6.07182 1.53841 -0.83369 -0.009 -0.001 0.000
H 2.66202 -3.09030 -2.82817 -0.017 0.015 0.022
C 0.85126 -0.39165 -3.82037 0.106 -0.121 -0.075
C -2.92242 5.25784 -4.42101 0.001 -0.035 0.024
F 0.78492 1.18163 5.54891 -0.018 -0.040 0.041
N 3.41344 -0.08255 -0.07875 0.112 -0.044 0.097
H -3.91029 4.84433 -4.59765 0.023 -0.004 -0.022
F -1.29273 1.98319 3.59386 -0.042 -0.056 0.058
O 2.01651 4.73902 -4.06153 0.108 0.025 0.023
C 0.17878 -0.19639 -2.64542 -0.031 -0.027 0.045
F 1.44322 1.99247 3.66906 -0.014 -0.017 0.002
H 3.08433 -1.21656 1.64106 -0.027 0.012 0.011
C -2.94025 -0.88223 -0.37954 0.124 -0.478 0.255
C 3.91999 1.24454 -0.44368 0.070 -0.093 0.024
C -0.66420 -3.29506 0.93679 -0.127 0.139 -0.126
H 1.70825 4.78633 1.36460 -0.019 -0.072 -0.015
H 6.43024 -0.79827 -1.00005 0.010 -0.024 -0.011
C -4.04524 1.25810 -1.01541 -0.074 0.022 -0.111
N 0.77322 2.32475 -0.72450 0.106 0.077 0.087
C -0.40354 6.32003 -3.94531 -0.021 -0.005 0.033
C 5.72787 -0.95590 -0.17702 -0.063 0.031 0.027
H -1.90538 3.36887 -4.60274 -0.038 0.047 0.012
H 5.51771 2.24697 0.68490 0.002 -0.006 -0.014
S 1.45045 4.79480 -1.09611 0.031 -0.259 -0.192
H 0.58906 6.71118 -3.75825 -0.048 -0.004 -0.014
C 1.97756 -2.25096 -2.81599 0.080 0.005 0.028
C 1.78586 -1.43986 -3.90876 -0.039 0.058 0.017
N 5.83756 0.18728 0.73368 -0.014 0.014 -0.001
H -4.79466 0.64642 -1.49875 0.031 -0.002 0.025
N 0.33840 -2.47395 0.41693 0.362 -0.935 -0.132
O 1.81621 -4.04402 -0.49487 0.080 0.241 -0.059
H -4.77988 7.01202 -4.03457 -0.034 -0.020 0.071
V -0.12898 -0.60619 0.28368 0.917 2.175 1.373
N -1.90235 -1.37684 0.32123 -1.739 -0.611 0.279
C 4.93626 -0.03798 1.87209 -0.022 0.020 -0.056
H 4.21491 -0.97275 -1.77684 0.005 -0.011 -0.025
C -2.94042 0.62588 -0.46076 -0.036 0.116 0.100
Cl -1.51984 -6.87245 2.48507 -0.007 0.013 -0.015
N -1.94935 1.28980 0.14159 -0.096 -0.214 -0.148
H -5.00157 3.15718 -1.32374 0.004 0.000 -0.018
C -0.55402 -4.58490 1.42222 0.107 -0.030 0.050
C 1.26351 -2.00882 -1.64229 -0.263 0.330 -0.172
C -1.93577 -2.68318 0.84005 -0.011 -0.094 -0.330
C -1.81196 4.43328 -4.42132 -0.011 0.044 0.035
F 1.04720 -2.15179 3.47340 0.020 -0.016 0.072
C 1.42486 4.17786 0.51949 0.006 0.163 -0.103
C 1.05593 2.88045 0.50244 0.050 -0.188 -0.109
Cl -4.38272 -5.47622 2.30348 0.010 0.004 0.002
O 0.73444 3.11073 -5.41816 0.069 -0.015 0.017
H -1.29121 3.12377 0.80105 0.054 -0.005 -0.009
H 2.34641 -1.60423 -4.82161 -0.026 0.021 0.005
F -1.74189 0.45133 5.06453 -0.020 0.016 -0.009
O 0.36321 0.09387 2.19053 -0.306 -0.189 -0.183
C 0.08650 -1.44309 4.05849 0.037 0.102 -0.114
H -3.20860 4.39147 -0.08392 0.019 -0.009 0.017
H 6.04236 -1.85051 0.36726 0.016 -0.001 -0.017
C -3.16289 3.31885 -0.21828 -0.081 0.022 -0.038
F -2.26640 0.15457 2.99145 0.010 0.032 0.018
H 3.29350 1.99163 0.03662 -0.032 0.029 -0.010
C 5.39848 1.39044 0.01534 -0.042 -0.036 0.016
N 0.37139 -0.96698 -1.54511 0.797 -0.249 -1.112
C 1.15141 0.84698 4.29801 -0.028 0.002 -0.171
H 0.68617 0.29652 -4.63983 -0.009 -0.012 0.038
H -0.50824 0.63164 -2.54330 0.039 0.035 0.088

***

Number 1: total energy -9503.0539 Ha, F_max 11.59 eV/A. Number 2: total energy -1351.7543 Ha, F_max 2.48 eV/A. Number 3: total energy -286.4612 Ha, F_max 0.88 eV/A. Number 4: total energy -5856.7463 Ha, F_max 2.73 eV/A.